(1)
92
Properties=species:S:1:pos:R:3 method="wB97M-V/def2-TZVPD" lumo_ev=-8.3 spin_multiplicity=1 fmax_ev_per_a=0.796 homo_ev=-13.92 charge=+2 relative_energy_ev=1.361
H -2.7518 2.1730 4.8262
C -1.1030 2.7512 1.4346
C 6.4419 1.6690 -2.1633
C -4.3077 -3.7095 -0.9847
C -3.2508 -2.1281 1.0874
C -0.4594 1.6191 3.4906
C -1.4183 3.8139 -0.8859
H 2.1667 -6.0453 -3.2302
H 3.1058 -5.0824 -1.1703
C -4.9203 -3.6885 0.2584
C -2.5167 0.3948 -2.4491
H 5.8015 3.0736 -0.6527
O 4.4519 -0.9991 -3.6495
H -5.8206 -4.2634 0.4340
C -2.5909 -2.2275 -0.1443
C -2.8975 -1.1749 2.1946
H -3.8091 -0.7240 2.5901
C -2.3753 0.6750 -4.8568
H 2.4297 -2.0024 0.2979
C -0.2574 5.1246 4.8946
C 1.1966 -2.0984 4.5795
C 6.0958 0.6014 -2.9644
C -2.0531 3.0034 4.8390
C 3.4026 -0.1133 4.6040
C 2.4808 -0.2847 3.5162
S 0.4152 -1.2372 2.1538
C 4.2718 1.6779 -1.1850
C 3.8915 0.5852 -1.9858
C -0.0571 2.3049 -1.8189
C -0.8249 2.8873 4.2016
H 1.6590 -3.3125 1.1947
C 1.6745 -5.2052 -2.7559
C -0.7344 -0.6684 -3.7433
C -1.4897 5.2354 5.5334
H -4.9276 -2.8213 2.2110
S 2.6931 0.6947 2.1284
H 0.5253 1.7174 -2.5141
H 0.1631 -1.2697 -3.7792
H -2.3940 -1.6707 3.0249
H -3.8753 1.5643 -3.6139
H -1.7449 6.1466 6.0591
C 2.2022 -4.6600 -1.5947
H 0.1054 -5.0679 -4.2219
H 0.4469 5.9465 4.9279
H -2.7769 1.1072 -5.7646
C -1.3808 -0.4229 -2.5304
H -0.9593 -3.1655 -3.1580
H -2.7141 -2.9797 -2.1757
C 1.6107 -3.5806 -0.9415
C -3.2530 0.7236 -1.1749
Mo 0.7714 0.5933 0.7517
H -4.1233 0.0768 -1.0456
O 1.8706 0.3809 -0.6713
C -3.1487 -2.9783 -1.1867
C 5.5274 2.2256 -1.2655
H -2.0640 4.6635 -0.7111
C 2.5536 0.0215 -1.9064
C 2.2614 -3.0786 0.3172
H 7.4393 2.0846 -2.2409
H -4.7295 -4.2840 -1.7991
N 0.9260 -2.8461 5.4104
H 3.2298 -3.5561 0.4551
C 0.4366 -3.0660 -1.5040
C -4.4058 -2.8901 1.2627
C 0.0745 3.9524 4.2352
Sb -0.7182 -1.4268 -0.8152
H -3.6071 1.7536 -1.2022
H 5.1874 -1.2718 -4.2117
C 4.8186 0.0487 -2.8925
H -1.1795 0.8255 3.6989
C 0.5261 -4.6668 -3.3092
N 4.1399 0.0245 5.4754
C -0.0858 -3.5892 -2.6886
O 1.9354 -0.6842 -2.6229
C -2.3844 4.1766 5.5096
H -1.7192 3.3923 2.0531
H 1.0452 3.8596 3.7570
C -0.9908 2.8900 0.0834
H -2.6415 0.6142 -0.2801
H -0.9205 3.9220 -3.0442
H 0.5109 1.2727 3.8271
H 6.8149 0.1817 -3.6604
N -0.3869 1.7537 1.9996
C -1.2378 -0.1200 -4.9120
C -0.8238 3.4386 -2.0847
C 1.4720 -1.1787 3.5136
C -2.9966 0.9288 -3.6436
H -3.3378 4.2587 6.0164
H 3.5510 2.1202 -0.5181
H -2.2687 -0.3621 1.8387
N -0.1458 1.9646 -0.5054
H -0.7444 -0.3130 -5.8560



(2)
94
Properties=species:S:1:pos:R:3 method="wB97M-V/def2-TZVPD" lumo_ev=-2.8 spin_multiplicity=1 fmax_ev_per_a=0.857 homo_ev=-9.57 charge=+1
H 0.3535 0.6868 -7.6055
Te 2.0933 0.5554 2.2076
C -4.0856 0.6261 -4.2069
H -1.0893 -5.6716 1.6278
C 2.2878 -0.8266 4.8869
H 3.9308 5.0045 -2.0388
C -2.2303 1.0934 0.6342
H 3.3150 -0.4922 4.8157
O -4.8845 0.2818 0.0467
C 1.1059 -1.5202 -4.5351
H 2.5843 -1.7571 6.7887
C 3.0540 3.5373 -3.3347
H 5.2264 -1.5485 -3.1439
N 1.6965 -3.1632 -0.8450
Al 0.4961 -0.2231 0.3083
H 2.0294 -4.0644 -1.1512
C 4.4215 -1.3647 -2.4454
H 0.6402 2.8135 -0.4200
H -4.2573 6.2322 -2.5212
C 2.3015 3.9708 -1.0985
C 2.5203 -2.1103 -1.2127
C -4.4905 0.2280 1.3428
H 1.2410 -1.5987 -7.9160
C 0.2850 -4.5220 0.4776
H -4.2897 -2.2143 -2.3805
C 0.3374 0.5563 -5.4673
H 1.7180 -3.0145 -5.9501
H -0.6392 -0.7484 3.1987
S -1.0040 4.5453 -2.6296
C -2.0652 0.2799 -2.9512
C 1.3352 -2.0109 -5.8152
C -3.6421 0.1458 4.0030
C 3.1683 4.2446 -2.1480
H -4.6610 1.2160 -4.9086
C -0.3361 -1.7154 5.0873
C 4.2417 -0.1032 -1.8814
H 0.2512 -2.5576 6.9722
C -2.7916 0.5738 2.9970
H 2.9927 1.0469 -0.5890
H -5.6097 -0.8673 -3.9782
C 0.5675 0.0675 -6.7443
C -2.0185 3.6669 -1.4990
S -3.6155 4.3450 -1.2179
C -2.8093 1.0331 -3.8529
C 1.3126 3.0094 -1.2464
H -2.0366 -1.4838 -1.7167
H -1.9388 6.4091 -3.7668
H -1.6888 -1.4457 1.4524
H -2.8489 6.6041 -1.5065
C 0.6145 -0.2333 -4.3514
N -1.6092 2.5917 -0.9381
C 0.6498 -3.2415 0.0499
C 0.5656 -1.9958 6.1031
H -6.3573 -0.5093 2.0881
C 1.0672 -1.2169 -6.9189
H -2.3972 1.9314 -4.2913
H 2.0288 1.9966 -4.3983
H 4.8999 0.7223 -2.1052
C -0.8097 -4.6839 1.2873
C -4.9292 -0.2529 3.6685
O -1.0688 0.4591 0.5944
C -4.6194 -0.5452 -3.6842
N -2.5653 2.1110 -0.0508
C 3.5603 -2.3798 -2.1061
H -2.4325 -3.6381 2.2762
H 3.6746 -3.3744 -2.5163
N 2.3077 -0.9015 -0.7113
C 0.0717 -0.9872 3.9781
H -0.0562 1.5603 -5.3445
C -3.8787 -1.3024 -2.7941
H -1.3634 -2.0513 5.1590
H -5.6140 -0.5882 4.4361
C -1.5529 -3.5647 1.6547
C 1.8752 -1.5470 5.9988
C -2.3717 5.5195 -3.3110
C 2.0757 2.5596 -3.4782
H -3.3133 0.1487 5.0328
H 2.3893 4.5097 -0.1643
H 3.7339 3.7368 -4.1529
C 1.1801 2.3035 -2.4436
H -2.8837 4.9337 -4.0745
C -2.6082 -0.8829 -2.4184
C 3.1837 0.0759 -1.0291
N -0.0313 -2.1531 0.4363
H 1.3104 -2.1542 -3.6793
H -1.8012 0.9350 3.2529
H -5.8030 -0.0024 -0.0201
H 0.8720 -5.3720 0.1576
C -5.3483 -0.2092 2.3492
Sb -0.0048 0.5116 -2.4479
C 1.3831 -0.5401 3.8691
C -3.1870 0.6075 1.6640
C -1.1346 -2.3406 1.2134
C -3.2981 5.8601 -2.1636



The records above yield energy values of -88379.12228 -99885.70079 eV, respectively.